The following is a DFT calculation (ωB97M-V/def2-TZVPD) of a structure of composition C3H4BaLiO4 in a non-equilibrium geometry.

```
13
Properties=species:S:1:pos:R:3:forces:R:3
O -0.3417 -0.5339 0.2618 -0.1086 -1.1138 -0.0786
C -0.3099 0.7698 0.2304 1.4863 1.2482 -0.7487
C -1.6972 -1.0015 0.0362 -0.1105 -0.1546 0.3564
O 0.7288 1.4211 0.2542 -0.4096 -0.6477 0.4160
O -1.4766 1.3208 0.0511 -0.8593 0.2880 -0.0281
C -2.4682 0.3030 -0.2092 -0.2282 0.0248 0.0748
H -2.0071 -1.5291 0.9440 0.0030 0.1174 -0.2620
H -1.7134 -1.6859 -0.8162 0.1565 0.1878 0.1893
H -3.2980 0.4546 0.4861 0.1608 -0.0422 -0.2125
H -2.8069 0.4211 -1.2435 0.0620 -0.0195 0.2679
O 5.4813 0.0436 0.1917 -2.0560 0.7362 -0.3932
Ba 3.5253 1.3069 0.1710 2.0634 -1.1170 0.1333
Li 6.3836 -1.2906 -0.3575 -0.1598 0.4924 0.2854
```
Forces are in eV/Å.

* ΔE to the lowest compared entry with this formula, charge and spin: 0.0 kcal per mole
* E_LUMO: -3.27 eV
* multiplicity: 1
* orbital gap: 0.276 Ha
* total charge: +1